No. 1
8 unconnected molecules or ions with the total composition C25H48O24 at a distorted geometry, computed with wB97M-V/def2-TZVPD.

XYZ file:
```
97
Properties=species:S:1:pos:R:3:forces:R:3
C 0.6417 -4.8995 4.0844 0.0 -1.1 1.0
C -0.1683 -4.9335 2.8134 2.7 -0.9 0.6
C 0.3507 -5.8895 1.7214 2.6 1.0 0.3
O -0.8273 -6.4545 1.2014 0.5 0.2 -0.7
C -1.8363 -6.0245 1.9474 -4.6 -2.6 0.2
O -2.9993 -6.3975 1.8544 2.1 0.7 -0.7
O -1.4703 -5.2865 2.9614 -1.3 0.2 1.4
H 0.0997 -4.6115 5.0094 -0.1 0.0 -0.8
H 1.5137 -4.2555 4.0144 0.0 -0.1 -0.3
H 0.9967 -5.9215 4.2594 0.1 0.1 0.2
H -0.1573 -3.9995 2.4004 0.1 2.8 -1.1
H 1.1347 -6.6285 2.0054 -1.2 -0.1 0.3
H 0.9537 -5.2365 1.0594 -0.9 -0.4 -0.6
C -2.1183 -2.6005 0.7454 0.6 -1.9 -0.3
O -1.1253 -1.6085 0.7514 1.9 1.0 -1.3
C -1.2343 -0.4355 1.3004 -5.1 2.2 4.6
O -2.2663 -0.0935 2.1054 5.6 -1.6 -4.5
O -0.1683 0.4045 1.0494 -1.4 -3.8 -0.7
C -0.3253 1.6455 1.5734 -1.2 3.7 2.7
H -1.6763 -3.5835 0.3744 -0.3 1.6 0.3
H -2.9883 -2.3905 0.1784 -0.5 0.6 -1.1
H -2.4773 -2.7345 1.7124 -0.5 -0.4 2.0
H 0.5417 2.2935 1.3624 -0.1 -0.7 -0.2
H -0.4653 1.6625 2.7244 0.2 -0.3 -1.8
H -1.2233 2.1885 1.1804 0.6 -0.7 0.2
C 1.6277 -1.6515 4.1014 2.6 -0.4 -2.4
O 1.2817 -0.3535 4.4344 -0.1 3.9 0.1
C 1.9457 0.7065 3.8744 6.4 -4.3 -3.7
O 3.0447 0.4565 2.9764 -6.7 2.0 5.1
O 1.6157 1.8375 4.3974 -2.7 -3.7 1.5
C 2.3117 2.9625 4.2434 3.1 3.4 -0.7
H 1.4877 -1.7955 3.0554 -0.6 0.0 -1.3
H 0.9837 -2.3805 4.5424 0.1 0.1 1.2
H 2.7567 -1.7645 4.0574 -1.2 -0.3 1.2
H 2.0937 3.3075 3.2434 0.5 0.6 -0.4
H 3.4247 2.8155 4.4124 -1.3 0.0 -0.4
H 1.9937 3.7715 4.9344 -0.2 -0.9 -0.2
C 0.1067 -3.1295 -2.1776 0.1 -1.0 2.3
O 1.1157 -2.1205 -2.1886 0.8 2.6 0.5
C 1.7977 -1.7625 -1.0836 -2.5 -8.5 5.7
O 1.8047 -2.6435 -0.0136 0.3 5.1 -5.2
O 2.3867 -0.6555 -1.1416 1.1 1.5 -1.5
C 3.0257 -0.0815 -0.0386 -3.0 4.3 0.9
H 0.4517 -3.8605 -1.3966 -0.9 0.5 -0.7
H 0.2317 -3.5275 -3.1246 0.2 -1.2 -1.8
H -0.9923 -2.8705 -2.1256 1.5 0.5 0.6
H 3.5517 0.8235 -0.2636 0.8 0.0 -1.6
H 3.6277 -0.5965 0.5764 1.7 -2.9 1.8
H 2.2777 0.4895 0.5954 0.2 -1.6 -0.3
C 3.3607 3.4975 0.2924 -0.2 -2.8 3.5
O 3.2737 4.6255 -0.4386 0.2 2.7 -1.3
C 2.8207 5.7085 0.1414 -3.9 2.7 5.7
O 2.2527 5.7915 1.4144 3.6 -0.8 -7.5
O 2.8847 6.7685 -0.7156 0.2 -3.7 0.4
C 2.4027 7.9965 -0.3186 -0.2 2.5 1.0
H 3.6057 3.6925 1.3854 -0.4 -0.2 -1.4
H 4.0587 2.7805 -0.0846 1.2 0.4 -0.6
H 2.4687 2.8745 0.2284 -0.7 0.5 0.3
H 3.2357 8.4725 0.1544 0.6 0.7 0.4
H 1.6297 8.0025 0.4314 -0.4 -0.7 0.1
H 2.0857 8.6965 -1.1146 0.2 -1.2 -0.3
C 0.1327 0.6105 -2.6116 1.1 2.0 0.3
O -0.9653 -0.2925 -2.7086 -1.2 0.1 0.3
C -2.1283 0.1815 -2.2176 2.1 8.5 2.8
O -2.2423 1.4525 -1.6576 0.8 -7.1 -2.9
O -3.1163 -0.5955 -2.3536 -2.1 -1.5 0.1
C -4.3293 -0.2095 -1.6156 -2.0 -2.4 -0.9
H 0.5247 0.7505 -1.6116 -0.9 -0.1 0.7
H -0.1333 1.6155 -2.9636 -0.2 -0.5 0.0
H 1.0857 0.3255 -3.0566 -0.9 -1.0 -1.0
H -4.8133 0.6565 -2.0036 0.5 1.1 -0.2
H -4.0993 -0.1525 -0.5676 0.1 0.2 0.3
H -5.1933 -1.0045 -1.8186 2.5 1.0 0.4
C 2.9947 5.4275 -3.5986 0.3 0.7 -0.4
O 2.1807 4.4155 -3.0676 -1.6 -1.1 0.5
C 1.0857 4.8165 -2.4736 -3.1 7.9 0.1
O 0.6917 6.1505 -2.4756 2.3 -7.3 0.1
O 0.3607 3.8855 -1.8986 1.4 -2.0 -1.5
C -0.6203 4.2565 -0.9606 -1.2 3.3 -0.4
H 3.8377 4.8925 -3.9616 0.9 -0.1 -0.2
H 3.1977 6.1655 -2.8676 0.7 0.3 1.1
H 2.5767 6.0475 -4.3666 -0.9 -0.4 -0.8
H 0.0007 4.7055 -0.2196 -0.3 0.7 1.2
H -1.2883 3.5355 -0.5226 0.5 -1.2 -0.7
H -1.2773 5.0525 -1.4396 0.9 -0.9 0.7
C -2.4753 -3.1075 -4.5426 0.4 0.7 0.3
O -3.8353 -3.2525 -4.1406 -1.6 -1.0 1.4
C -4.1043 -3.6745 -2.8936 4.6 -1.8 4.5
O -3.1143 -4.0855 -1.9806 -6.0 2.4 -5.4
O -5.4283 -3.6285 -2.5976 2.0 0.1 -2.2
C -5.8853 -4.1545 -1.3646 0.6 1.8 1.0
H -2.3383 -3.1535 -5.6136 -0.9 0.1 -0.4
H -1.8453 -3.8885 -4.1746 0.2 -0.3 0.8
H -2.2013 -2.1135 -4.2016 0.6 -0.1 0.1
H -5.5273 -3.4535 -0.6016 -0.2 -0.3 0.2
H -5.4863 -5.0975 -1.1566 0.7 -1.5 0.1
H -6.9603 -4.1685 -1.3526 -0.3 0.1 -0.4
```
Positions in Å, forces in eV/Å.

## Properties
SMILES = C[C@H]1COC(=O)O1.COC(=O)OC.COC(=O)OC.COC(=O)OC.COC(=O)OC.COC(=O)OC.COC(=O)OC.COC(=O)OC
Total charge = 0
HOMO = -10.09 eV
Energy relative to the best compared isomer or geometry (same formula, charge and spin) = 225.2 kcal/mol
Orbital gap = 10.68 eV
Spin multiplicity = 1

=====

No. 2
A molecular structure, C4H16Br2FeN8O4 at a distorted geometry, computed with wB97M-V/def2-TZVPD.

XYZ file:
```
35
Properties=species:S:1:pos:R:3:forces:R:3
Fe -20.0135 -12.9343 -14.8975 0.8 -0.8 -1.4
Br -20.2130 -13.9747 -17.2366 0.2 0.2 0.8
Br -18.0689 -14.0614 -13.9194 -0.6 0.2 -0.3
C -20.1060 -11.0240 -12.3493 -1.3 1.8 0.1
O -20.1029 -11.6248 -13.3878 -0.2 -1.4 -1.3
N -21.1132 -10.2695 -11.9202 -2.6 1.6 0.5
N -19.0917 -10.8415 -11.5667 4.0 -0.6 0.8
H -20.7494 -9.4622 -11.4343 -0.8 0.0 0.1
H -21.8928 -10.0533 -12.5248 0.1 -0.3 0.0
H -18.2408 -10.9633 -12.0969 0.6 -0.3 0.8
H -19.1180 -10.1964 -10.7900 0.2 -0.3 -0.2
C -22.3381 -11.0376 -16.2465 3.5 -1.5 1.9
O -21.4809 -11.6985 -15.6231 -1.6 -0.6 -0.5
N -22.1864 -9.7595 -16.1822 0.6 6.4 -0.3
N -23.3670 -11.3700 -16.9438 -2.8 -2.1 -1.5
H -22.6807 -9.1379 -16.8062 -0.4 -0.3 0.0
H -21.3141 -9.2915 -15.9821 0.2 -1.0 0.5
H -23.9277 -10.6133 -17.3087 -0.1 -0.6 -0.1
H -23.6970 -12.3219 -17.0146 0.2 0.2 -0.1
C -17.9593 -10.6924 -16.2283 0.9 0.1 -1.4
O -18.7399 -11.3967 -15.6580 -1.7 -2.4 1.4
N -18.0202 -9.4083 -16.1295 -0.8 6.2 0.9
N -16.9887 -11.0073 -17.0724 0.5 -2.1 -0.4
H -17.5118 -8.7902 -16.7456 0.0 -0.4 0.1
H -18.7159 -8.8887 -15.6136 0.1 -0.7 0.2
H -16.9299 -12.0035 -17.2282 0.8 0.2 -0.5
H -16.3207 -10.2862 -17.3045 0.2 -0.9 -0.2
C -22.5184 -14.5678 -13.7024 1.3 0.6 -2.0
O -21.4875 -13.9932 -14.1445 -0.3 -0.6 1.2
N -23.5004 -13.8405 -13.2040 -1.4 1.6 1.0
N -22.6960 -15.8573 -13.9059 -0.4 -2.4 0.0
H -24.4133 -14.1328 -12.8858 0.4 -0.6 -0.1
H -23.3357 -12.8514 -13.0831 0.2 -0.3 -0.2
H -21.9611 -16.4864 -14.1961 0.4 0.7 -0.2
H -23.5635 -16.3663 -13.8138 -0.1 0.6 0.4
```
Positions in Å, forces in eV/Å.

## Properties
Expectation value of S² = 8.76
Total charge = +1
HOMO (alpha / beta) = -11.07 / -10.85 eV
Energy relative to the best compared isomer or geometry (same formula, charge and spin) = 0.0 kcal/mol
Orbital gap (alpha / beta) = 8.54 / 7.26 eV
Spin multiplicity = 6

=====

No. 3
A molecular structure, C57H49AsFN4O3P2STi at a distorted geometry, computed with wB97M-V/def2-TZVPD.

XYZ file:
```
119
Properties=species:S:1:pos:R:3:forces:R:3
Ti 0.2045 -2.2141 1.1587 -0.7 2.3 0.0
O 3.0835 -1.2236 4.0301 -0.4 0.1 -0.2
C 2.2923 -1.2845 3.0990 0.1 -0.2 -1.6
N 1.0965 -1.8991 2.9554 0.8 0.1 0.5
C 0.5922 -2.6955 3.9641 -1.5 -0.3 1.3
C 0.9988 -2.6813 5.3077 1.8 1.4 -1.0
C 0.4014 -3.5033 6.1966 -0.6 -1.2 1.3
C -0.6330 -4.3273 5.7971 -0.8 -0.6 -0.4
C -1.2128 -4.2495 4.5331 1.2 0.1 1.2
C -0.6055 -3.4085 3.6328 -0.4 0.5 0.0
N -1.1968 -3.0901 2.4173 1.6 0.3 -1.1
C -2.4006 -3.3903 1.9475 0.8 0.9 -0.3
O -3.3091 -4.0095 2.4527 -1.1 -0.9 0.6
C -2.6360 -2.6679 0.6234 0.0 -1.1 0.1
C -3.9030 -2.7210 0.0857 -0.8 0.1 0.3
C -4.1654 -1.8827 -0.9906 -1.7 -0.6 -0.7
C -3.1705 -1.1518 -1.6063 1.3 -0.4 1.0
C -1.8728 -1.2963 -1.0773 0.0 0.2 0.1
N -1.6031 -2.0461 0.0239 -1.2 0.9 -0.8
C 2.6685 -0.6737 1.7380 0.3 0.6 0.3
C 3.8608 0.0274 1.6284 -1.3 -0.1 -0.3
C 4.1686 0.7237 0.4749 1.4 0.1 1.3
C 3.3057 0.6538 -0.5671 -1.1 -0.9 0.7
C 2.1704 -0.1059 -0.4135 -1.4 -0.8 -0.2
N 1.7979 -0.7321 0.7072 1.4 -0.6 0.2
H 1.8339 -2.0318 5.6703 -0.9 -0.7 -0.7
H 0.7644 -3.5085 7.2222 -0.1 -0.2 -0.1
H -1.0831 -5.1036 6.3824 0.1 0.0 1.0
H -2.0826 -4.8339 4.3114 -0.2 0.0 -0.3
H -4.6666 -3.3781 0.5807 0.9 0.9 -0.5
H -5.2039 -1.8442 -1.4041 1.0 0.0 0.4
H -3.3712 -0.5229 -2.4560 0.1 0.2 -0.1
H -1.0130 -0.7611 -1.5049 -0.5 -0.3 0.1
H 4.3892 0.1461 2.5273 1.0 -0.1 0.9
H 5.1034 1.2800 0.5193 -0.3 0.1 -0.5
H 3.3627 1.1032 -1.4883 0.8 1.3 -1.9
H 1.4902 -0.2870 -1.2450 0.2 0.3 0.1
O -0.7739 1.7670 -0.5728 1.7 0.0 -0.3
C -1.9935 1.9394 0.0019 -0.4 0.3 -0.7
C -2.9525 2.5669 -0.8107 -1.3 0.4 1.8
C -4.2038 2.7363 -0.2282 -0.8 -0.6 0.4
C -4.5230 2.1895 1.0484 -0.9 1.7 -1.7
C -3.5410 1.5695 1.7482 -0.3 -2.6 1.7
C -2.2466 1.3805 1.2709 -0.6 1.4 -1.7
P -0.8593 0.7043 2.1670 -0.1 -2.2 -0.4
C -1.5850 0.0965 3.7269 -0.4 -0.1 0.5
C -0.8720 0.2509 4.9232 -1.5 -0.7 -1.0
C -1.2638 -0.4126 6.0546 -1.1 -0.4 0.6
C -2.3632 -1.2525 6.0678 -1.1 0.1 -0.9
C -3.1641 -1.3562 4.9045 1.8 -0.2 0.5
C -2.7500 -0.7164 3.7431 0.4 -0.1 -1.1
C -0.0096 2.2266 2.5184 1.7 -0.1 0.2
C 1.3838 2.3305 2.3124 -0.5 -0.2 -0.6
C 1.9901 3.5358 2.6009 -0.3 -0.1 -0.2
C 1.2385 4.6334 2.9855 1.8 1.2 0.6
C -0.0897 4.5333 3.1900 -2.6 0.3 0.7
C -0.7180 3.3036 2.9745 0.3 0.7 -0.2
C 0.0143 2.8519 -1.0052 -0.9 -2.7 -1.0
C 0.1293 3.9820 -0.3066 -1.1 1.8 3.3
C 1.0584 4.9388 -0.6080 0.0 -0.6 -1.7
C 1.8053 4.7452 -1.7698 0.5 1.9 0.7
C 1.6510 3.6271 -2.5494 0.0 -0.5 -0.8
C 0.7262 2.6681 -2.1787 0.4 -1.4 -1.2
P 0.5307 1.1253 -3.2984 -0.3 0.8 1.0
C -1.0397 1.5680 -4.1526 -0.8 1.6 0.7
C -1.6851 2.8609 -4.0865 -1.1 -2.2 -1.5
C -2.9399 3.0785 -4.6794 0.0 -2.1 -0.5
C -3.5913 1.9868 -5.3141 0.4 -0.6 0.4
C -3.0189 0.6834 -5.2797 0.1 2.2 0.6
C -1.7686 0.5059 -4.6662 -0.3 -0.4 -1.0
C 1.8993 1.3875 -4.5055 -1.6 0.3 0.0
C 3.0760 0.7819 -4.2436 2.6 -2.4 0.6
C 4.1912 0.8772 -5.1246 -0.3 -0.3 0.0
C 4.1071 1.6152 -6.3126 -1.1 0.1 0.8
C 2.8948 2.2969 -6.5388 -0.3 -0.2 -0.8
C 1.8084 2.1057 -5.6732 0.0 2.0 -1.2
H -2.8201 3.0289 -1.7830 0.6 -0.5 0.1
H -5.0193 3.1852 -0.8023 0.4 0.1 0.2
H -5.5563 2.3515 1.4235 0.9 -0.4 -0.1
H -3.8168 0.9273 2.6290 0.2 1.5 -0.6
H -0.0270 0.8481 4.9814 1.5 1.2 -0.1
H -0.8139 -0.2152 6.9947 0.9 0.0 0.6
H -2.6467 -1.8236 6.9541 0.2 0.3 -0.2
H -3.9181 -2.1105 4.8746 -0.7 -0.1 -0.1
H -3.2593 -0.9441 2.7647 0.4 0.3 1.2
H 1.9298 1.5370 1.7681 -0.4 0.6 0.9
H 3.0350 3.6717 2.5009 0.9 -0.1 -0.3
H 1.7429 5.6054 3.1707 -0.3 -0.8 -0.2
H -0.6914 5.3999 3.5463 0.5 -0.7 -0.4
H -1.7708 3.1473 2.9653 -0.8 0.5 0.6
H -0.4913 4.1792 0.5942 0.4 -0.5 -0.7
H 1.0880 5.8359 -0.0337 0.3 0.5 0.3
H 2.4189 5.6016 -2.0376 0.4 -0.4 -0.3
H 2.1725 3.4274 -3.5024 -0.1 0.7 0.8
H -1.3211 3.6828 -3.5753 1.4 1.3 1.0
H -3.4946 4.0053 -4.6405 0.4 0.3 0.1
H -4.5824 2.1392 -5.7711 0.6 -0.1 0.2
H -3.5498 -0.1502 -5.6842 -0.2 -0.4 -0.3
H -1.3399 -0.4999 -4.6901 0.0 0.3 0.2
H 3.1251 0.0208 -3.4076 0.1 1.1 -0.8
H 5.0912 0.2814 -4.9222 -0.4 0.3 0.0
H 4.8887 1.6225 -7.0651 0.1 0.1 0.3
H 2.7367 2.9276 -7.4596 0.3 -0.8 1.1
H 0.9067 2.6896 -5.8884 0.1 -0.4 0.0
F 0.9961 -3.7349 0.6134 0.5 -1.4 -0.3
C 3.3032 -3.8534 -0.7359 2.1 1.2 -0.8
As 2.1238 -4.1433 -2.1798 0.2 1.3 -1.1
C 1.2386 -5.7644 -1.7897 0.7 -1.5 1.0
C 3.2491 -4.2222 -3.8418 0.1 -1.1 0.4
S 0.8453 -2.5328 -2.5486 -0.2 0.1 0.0
H 3.4568 -4.7680 -0.2223 0.1 -0.8 0.7
H 2.9027 -3.0889 -0.0769 0.2 -0.2 -0.1
H 4.2991 -3.5369 -1.1776 -1.1 -0.2 0.6
H 2.0432 -6.6065 -1.8222 -1.8 1.2 0.2
H 0.4427 -5.8868 -2.4924 -0.2 -0.4 -0.8
H 0.6840 -5.6621 -0.8109 1.2 -0.1 -0.7
H 3.8766 -5.1605 -3.8608 -0.9 0.7 -0.2
H 3.9847 -3.3987 -3.8344 -0.7 -0.1 0.1
H 2.5295 -4.1339 -4.6923 0.8 -0.2 0.7
```
Positions in Å, forces in eV/Å.

## Properties
Expectation value of S² = 0.75
Total charge = 0
HOMO (alpha / beta) = -6.48 / -6.85 eV
Energy relative to the best compared isomer or geometry (same formula, charge and spin) = 19.4 kcal/mol
Orbital gap (alpha / beta) = 6.67 / 7.02 eV
Spin multiplicity = 2

=====

No. 4
A molecular structure, C18H28BCuN10O7P2S, computed with wB97M-V/def2-TZVPD.

XYZ file:
```
68
Properties=species:S:1:pos:R:3:forces:R:3
Cu 0.0296 -0.0383 -0.0684 0.3 -0.2 0.2
C -0.0973 -3.4746 0.3584 0.0 0.0 0.0
C -1.2494 -2.6058 0.7226 0.1 -0.1 -0.2
C -2.4093 -2.9488 1.4120 -0.1 0.0 0.0
C -3.1484 -1.7862 1.5168 0.0 0.0 0.0
N -2.4777 -0.8018 0.9171 0.1 0.0 -0.1
N -1.3318 -1.3132 0.3971 -0.1 0.5 0.4
B -2.7177 0.7199 0.7805 0.1 0.0 0.0
N -2.3664 1.0493 -0.7023 0.1 0.0 0.0
C -3.1321 1.6441 -1.6180 -0.1 0.0 0.0
C -2.4103 1.7627 -2.7835 0.0 0.0 -0.1
C -1.1662 1.1898 -2.5290 0.1 -0.1 0.0
C -0.0556 1.0397 -3.5092 -0.1 0.0 0.0
N -1.1645 0.7650 -1.2574 -0.3 0.1 0.0
N -1.7345 1.4969 1.6840 0.0 -0.1 -0.2
C -1.8977 1.9994 2.9189 0.0 0.0 0.0
C -0.7036 2.5540 3.3187 0.0 0.0 0.0
C 0.1778 2.3183 2.2539 0.2 0.0 0.0
C 1.6212 2.6837 2.1516 0.0 0.0 0.0
N -0.4488 1.6788 1.2743 -0.3 0.0 0.1
N -4.1364 1.1302 1.0799 0.0 -0.1 0.0
C -4.5859 2.3975 1.2831 0.0 0.0 0.0
C -5.9496 2.3796 1.1843 -0.1 0.0 0.0
C -6.2705 1.0283 0.9042 -0.1 0.0 0.0
C -7.6162 0.4144 0.6888 0.0 0.0 0.0
N -5.1801 0.2904 0.8323 0.1 0.1 0.0
H -0.4367 -4.5055 0.2656 0.0 0.0 0.0
H 0.3488 -3.1638 -0.5844 0.0 0.0 0.0
H 0.6701 -3.4421 1.1339 0.0 0.0 0.0
H -2.6796 -3.9314 1.7577 0.0 0.0 0.0
H -4.1226 -1.5973 1.9311 0.0 0.0 0.0
H -4.1420 1.9331 -1.3763 0.0 0.0 0.0
H -2.7369 2.1779 -3.7208 0.0 0.0 0.0
H -0.2671 1.6745 -4.3679 0.0 0.0 0.0
H 0.9021 1.3320 -3.0896 0.0 0.0 0.0
H 0.0124 0.0052 -3.8433 0.0 0.0 0.0
H -2.8507 1.9414 3.4185 0.0 0.0 0.0
H -0.4931 3.0618 4.2445 0.0 0.0 0.0
H 1.8185 3.6059 2.6965 0.0 0.0 0.0
H 2.2545 1.9026 2.5736 0.0 0.0 0.0
H 1.9041 2.8327 1.1089 0.0 0.0 0.0
H -3.9012 3.2088 1.4711 0.0 0.0 0.0
H -6.6268 3.2085 1.3052 0.0 0.0 0.0
H -8.3175 0.7175 1.4668 0.0 0.0 0.0
H -8.0350 0.7190 -0.2718 0.0 0.0 0.0
H -7.5352 -0.6707 0.6938 0.0 0.0 0.0
O 3.4546 0.0599 1.1993 0.0 0.1 0.0
P 2.5396 -1.2361 1.1270 -0.2 0.0 -0.1
O 2.9568 -2.2641 2.0677 0.0 0.0 -0.1
O 1.0380 -0.7957 1.2516 0.2 -0.1 -0.2
O 2.6834 -1.7239 -0.4238 0.1 0.0 0.1
P 2.1024 -0.8649 -1.6483 0.1 0.2 0.1
O 3.3700 -0.4505 -2.5081 0.0 -0.1 0.0
O 1.0971 -1.6495 -2.3850 0.0 -0.1 -0.1
O 1.6403 0.4714 -1.0087 -0.2 -0.3 -0.1
H 3.1529 0.7388 0.5755 0.0 0.0 0.0
H 3.6587 -1.1510 -3.1073 0.0 0.1 0.0
C -2.6187 -5.6343 -3.8543 0.0 0.0 0.0
N -3.1648 -4.3831 -3.3844 0.0 0.1 0.0
C -2.4419 -3.2851 -3.0656 0.1 0.0 0.0
N -1.1065 -3.4121 -3.1742 -0.1 0.1 0.1
S -3.1970 -1.8667 -2.5723 0.1 -0.1 0.0
H -3.4201 -6.3670 -3.9038 0.0 0.0 0.0
H -1.8693 -6.0249 -3.1614 0.0 0.0 0.0
H -2.1698 -5.5479 -4.8483 0.0 0.0 0.0
H -4.1590 -4.2386 -3.3760 0.0 0.0 0.0
H -0.6824 -4.2778 -3.4534 0.0 0.0 0.0
H -0.4916 -2.6634 -2.8777 0.0 0.0 0.0
```
Positions in Å, forces in eV/Å.

## Properties
Total charge = 0
HOMO = -7.92 eV
Energy relative to the best compared isomer or geometry (same formula, charge and spin) = 2.8 kcal/mol
Orbital gap = 4.88 eV
Spin multiplicity = 1